(1)
A single C18H24N4S molecule in a non-equilibrium geometry, computed with ωB97M-V with the def2-TZVPD basis set.

Output
**LUMO energy**: 0.62 eV
**Orbital gap**: 8.42 eV
**Structure (SMILES)**: c1cc2nc(N3CCN(C4CC4)CC3)sc2cc1CNC1CC1

Geometry as XYZ:
```
47
Properties=species:S:1:pos:R:3:forces:R:3
C -2.185 2.762 -1.319 -0.21 -0.56 -0.29
C -2.641 1.702 -0.534 -2.09 0.49 -0.79
C -1.700 0.991 0.142 2.69 -2.07 2.78
N -1.919 0.026 1.117 -0.04 -0.36 2.13
C -0.884 -0.191 1.935 -1.92 -1.41 -2.32
N -0.973 -1.153 2.914 0.38 1.15 0.72
C -2.204 -1.850 3.174 0.11 -0.88 1.15
C -2.196 -3.227 2.498 1.13 -0.46 -2.42
N -0.914 -4.075 2.711 -1.47 3.03 2.08
C -0.771 -5.297 2.054 -0.52 -1.55 -0.40
C -1.616 -6.456 2.560 2.66 1.05 0.85
C -0.013 -6.468 2.721 -3.66 1.12 -1.16
C 0.255 -3.221 2.648 1.37 -2.23 -0.31
C 0.134 -1.916 3.394 1.84 -0.23 -0.59
S 0.639 0.494 1.344 -0.62 -0.18 0.40
C -0.308 1.255 0.122 -0.97 2.29 -1.81
C 0.094 2.306 -0.702 2.48 -0.58 1.17
C -0.797 2.999 -1.470 -2.08 1.49 -0.58
C -0.464 4.133 -2.432 -0.21 -0.44 -1.91
N 0.372 3.627 -3.604 0.37 -0.65 0.93
C -0.408 3.224 -4.772 1.59 -0.66 0.45
C -0.231 3.928 -6.084 -0.20 -1.16 0.25
C 0.205 2.421 -5.940 -2.29 1.85 0.56
H -2.896 3.430 -1.847 0.51 -0.66 0.37
H -3.744 1.406 -0.407 1.86 0.71 -0.21
H -2.248 -2.115 4.321 -0.17 1.14 -1.94
H -3.023 -1.228 2.751 0.29 -0.66 0.74
H -2.448 -3.039 1.355 0.58 -0.70 1.99
H -2.976 -3.735 3.001 -1.03 -0.95 -0.10
H -0.601 -5.212 0.986 -0.30 -0.17 -0.46
H -2.269 -6.392 3.436 0.47 0.31 -0.39
H -1.944 -7.057 1.777 -0.64 -1.22 -0.98
H 0.517 -7.239 2.217 0.37 -0.06 -0.68
H 0.357 -6.145 3.624 0.68 0.17 2.21
H 1.115 -3.851 3.113 -1.09 1.19 -0.90
H 0.445 -3.094 1.565 0.58 0.54 0.21
H 0.180 -2.155 4.448 -1.08 0.23 0.56
H 1.094 -1.404 3.295 -0.13 0.36 -0.48
H 1.168 2.579 -0.566 -0.85 0.13 -0.79
H -1.463 4.491 -2.938 2.02 -0.16 1.36
H 0.128 4.931 -1.944 -0.62 -0.16 -0.27
H 0.896 2.807 -3.235 -0.50 0.80 -0.57
H -1.377 2.808 -4.469 -0.05 0.44 -0.64
H 0.599 4.628 -6.268 -0.40 -0.49 0.59
H -1.138 4.215 -6.554 -0.59 0.02 -0.72
H -0.355 1.566 -6.303 -0.25 0.41 -0.14
H 1.217 2.350 -6.142 1.99 -0.25 0.38
```
Forces are in eV/Å.



(2)
A molecular structure, C8H10IN2S in a non-equilibrium geometry, computed with ωB97M-V with the def2-TZVPD basis set.

Output
**LUMO energy**: -3.68 eV
**Energy relative to the best compared isomer or geometry (same formula, charge and spin)**: 0.8270 eV
**Total charge**: +1
**Orbital gap**: 8.65 eV

Geometry as XYZ:
```
22
Properties=species:S:1:pos:R:3:forces:R:3
C 1.586 -1.474 2.151 0.42 1.07 0.57
C 2.128 -0.704 3.139 -2.10 1.59 -3.56
C 0.927 -0.733 1.172 1.23 2.18 1.32
C 0.954 0.580 1.432 -1.98 3.69 -2.66
C -0.375 -0.518 -0.855 -1.53 2.43 -1.64
C -0.054 1.642 0.215 1.14 -5.76 4.26
C -1.356 -1.282 -1.765 1.37 -0.92 0.34
C -0.886 1.668 -1.979 -1.14 -3.23 -0.66
N -0.385 0.819 -0.926 0.66 0.47 2.15
N 0.330 -1.134 0.041 -2.05 -5.08 -2.57
S 1.800 0.981 2.856 -0.38 -0.35 -0.55
I -1.749 2.175 1.301 -0.76 0.39 0.40
H 1.592 -2.486 2.028 0.36 -2.75 0.42
H 2.417 -0.861 4.081 1.65 -1.37 3.23
H 0.483 2.451 -0.025 2.01 2.95 -1.00
H -2.264 -0.662 -1.803 0.14 -0.63 0.05
H -1.503 -2.309 -1.269 -0.18 1.57 -1.03
H -0.957 -1.416 -2.809 -0.39 0.07 1.06
H -0.120 2.279 -2.248 2.03 2.19 -0.62
H -0.942 0.954 -2.776 -0.77 0.21 -1.08
H -1.804 2.183 -1.781 -0.50 0.12 0.30
H 0.176 -2.153 -0.182 0.79 1.16 1.27
```
Forces are in eV/Å.



(3)
A single C6H14O molecule, computed with ωB97M-V with the def2-TZVPD basis set.

Output
**LUMO energy**: 1.02 eV
**Energy relative to the best compared isomer or geometry (same formula, charge and spin)**: 0.3574 eV
**Orbital gap**: 11.32 eV
**Structure (SMILES)**: CCCCCCO

Geometry as XYZ:
```
21
Properties=species:S:1:pos:R:3:forces:R:3
C -3.375 0.089 0.562 -0.09 0.01 0.05
C -2.202 0.054 -0.415 0.07 -0.02 -0.05
C -0.873 0.283 0.306 0.03 0.03 0.00
C 0.374 -0.086 -0.498 -0.01 -0.02 -0.03
C 1.651 0.119 0.318 0.02 0.01 0.02
C 2.909 -0.294 -0.424 -0.41 -0.06 -0.23
O 4.014 -0.061 0.430 0.31 -0.06 -0.09
H -4.333 -0.082 0.061 0.12 0.04 0.06
H -3.430 1.055 1.079 0.00 -0.13 -0.09
H -3.256 -0.687 1.331 -0.03 0.13 -0.14
H -2.182 -0.919 -0.926 0.02 0.14 0.09
H -2.339 0.814 -1.198 0.03 -0.15 0.12
H -0.805 1.335 0.618 -0.02 -0.16 -0.01
H -0.872 -0.310 1.232 0.01 0.06 -0.09
H 0.421 0.506 -1.425 -0.03 -0.07 0.16
H 0.301 -1.139 -0.808 0.01 0.15 0.04
H 1.750 1.173 0.609 -0.03 -0.14 -0.05
H 1.595 -0.460 1.249 -0.01 0.08 -0.13
H 2.839 -1.358 -0.703 0.04 0.17 0.06
H 2.997 0.287 -1.357 0.02 -0.08 0.16
H 4.815 -0.320 -0.039 -0.08 0.06 0.13
```
Forces are in eV/Å.



(4)
6 unconnected molecules or ions with the total composition C33H72F6N6O12S6 in a non-equilibrium geometry, computed with ωB97M-V with the def2-TZVPD basis set.

Output
**LUMO energy**: -1.62 eV
**Energy relative to the best compared isomer or geometry (same formula, charge and spin)**: 5.1971 eV
**Orbital gap**: 5.33 eV

Geometry as XYZ:
```
135
Properties=species:S:1:pos:R:3:forces:R:3
C 2.937 6.653 4.474 0.66 -0.37 0.62
C 2.803 5.227 5.113 0.44 1.57 0.17
C 2.917 4.098 4.125 -0.29 -2.21 0.64
C 3.029 2.753 4.935 -0.16 -0.58 -0.96
N 3.247 1.483 4.095 0.18 1.80 -0.92
C 2.104 1.215 3.129 0.14 -0.70 0.05
C 1.004 0.477 3.930 0.55 1.32 0.48
C 1.714 -0.024 5.222 -0.03 0.62 0.16
C 3.199 0.311 5.026 0.47 -1.41 -1.82
C 4.569 1.578 3.263 0.90 -0.71 1.55
C 5.864 1.850 4.110 0.49 -1.24 0.37
C 7.139 2.015 3.288 0.40 0.99 -0.65
H 3.993 6.925 4.486 0.22 -0.29 -0.65
H 2.569 7.476 5.086 -0.74 -0.36 0.10
H 2.537 6.727 3.462 -0.02 -0.04 0.12
H 1.905 5.163 5.727 -0.30 -0.20 -0.32
H 3.608 5.115 5.840 0.18 0.10 0.07
H 3.763 4.123 3.439 0.11 0.55 0.15
H 2.013 4.013 3.523 -0.01 0.23 -0.14
H 2.117 2.493 5.472 -0.07 0.54 0.16
H 3.866 2.656 5.627 -0.12 0.77 0.09
H 2.502 0.521 2.389 0.12 0.15 -0.07
H 1.810 2.130 2.616 0.02 -0.11 0.21
H 0.565 -0.320 3.332 0.07 0.11 0.18
H 0.245 1.213 4.198 -0.27 -0.27 -0.08
H 1.420 -1.064 5.363 0.84 -0.06 0.19
H 1.452 0.512 6.134 -0.76 0.01 -0.16
H 3.624 -0.435 4.355 0.30 -0.58 0.55
H 3.861 0.458 5.880 -0.36 0.02 0.01
H 4.494 2.266 2.421 -0.49 0.18 0.32
H 4.675 0.571 2.857 -0.02 0.06 -0.19
H 6.213 0.983 4.670 -1.18 -0.64 0.31
H 5.796 2.596 4.902 -0.26 0.49 -0.50
H 8.069 1.900 3.844 -0.33 0.21 0.75
H 7.183 3.022 2.873 0.11 -0.17 -0.54
H 7.319 1.240 2.543 -0.70 0.14 -0.41
C 0.786 -3.849 -8.177 0.67 0.35 0.56
C 0.399 -2.620 -7.354 -0.44 0.15 -1.20
C 1.537 -1.977 -6.580 0.03 1.58 0.16
C 2.835 -1.442 -7.357 0.16 -1.05 2.17
N 3.823 -0.666 -6.379 -0.47 -0.28 0.66
C 5.280 -1.029 -6.641 -0.13 0.11 -0.63
C 6.114 -0.471 -5.459 -0.59 -0.87 -1.79
C 5.133 -0.641 -4.271 1.05 0.35 -0.13
C 3.819 -1.144 -4.854 -0.10 1.35 -0.46
C 3.541 0.898 -6.523 0.36 -0.41 0.51
C 4.236 1.549 -7.726 -0.30 0.01 -0.50
C 3.770 3.025 -8.073 0.13 -0.83 1.09
H 1.592 -4.310 -7.606 0.10 -0.49 -0.19
H 1.203 -3.538 -9.135 -0.12 -0.26 -0.13
H -0.002 -4.593 -8.294 -0.02 0.27 -0.16
H -0.419 -2.880 -6.684 0.27 0.07 0.38
H -0.032 -1.844 -7.988 -0.12 -0.04 -0.30
H 1.671 -2.587 -5.687 1.12 -0.20 -0.26
H 1.075 -1.086 -6.157 0.05 0.34 0.12
H 2.652 -0.757 -8.184 -0.32 -0.15 0.18
H 3.435 -2.285 -7.702 -0.11 0.05 -0.19
H 5.539 -0.699 -7.647 0.20 0.22 0.19
H 5.340 -2.116 -6.678 -0.28 -0.04 0.18
H 6.466 0.497 -5.815 -0.24 0.41 0.99
H 7.002 -1.100 -5.396 -0.02 0.09 0.29
H 5.080 0.261 -3.662 -0.27 -0.08 -0.10
H 5.493 -1.457 -3.643 0.14 0.29 0.22
H 2.983 -0.719 -4.299 -0.26 -0.32 -0.41
H 3.899 -2.228 -4.770 -0.76 0.06 -0.73
H 3.850 1.355 -5.583 0.19 -0.09 -0.01
H 2.464 1.055 -6.577 -0.07 -0.47 -0.03
H 4.035 0.915 -8.590 -0.25 0.05 -0.30
H 5.314 1.433 -7.620 0.07 0.63 0.20
H 2.709 3.076 -8.316 0.05 -0.33 -0.37
H 4.371 3.475 -8.863 -0.08 -0.31 -0.04
H 3.833 3.690 -7.212 0.36 -0.11 0.18
C -15.594 -4.129 1.704 -0.10 -2.30 -0.13
C -14.645 -3.014 1.520 0.20 1.05 -0.82
C -13.366 -3.084 2.340 -0.49 -0.56 1.95
C -12.656 -1.778 2.107 1.42 -0.19 0.87
N -11.432 -1.290 2.983 -1.32 -2.26 0.89
C -11.918 -0.873 4.468 -0.17 0.14 -0.73
C -11.818 0.672 4.518 0.04 -2.15 -0.87
C -10.690 0.878 3.496 -0.31 2.71 0.73
C -10.896 -0.049 2.306 0.52 -0.14 1.67
C -10.363 -2.475 2.999 -0.71 1.65 0.23
C -9.148 -2.150 3.832 0.65 -0.40 0.39
C -8.073 -3.242 3.613 -0.61 -0.02 -0.05
H -15.201 -5.000 1.179 0.09 -0.27 -0.01
H -16.594 -4.033 1.279 0.08 0.60 0.17
H -15.665 -4.464 2.738 -0.24 0.28 0.16
H -15.169 -2.097 1.788 0.18 0.30 0.07
H -14.375 -2.912 0.469 -0.14 0.05 -0.22
H -12.726 -3.959 2.228 -0.04 -0.01 -0.88
H -13.733 -3.264 3.350 0.15 0.58 0.55
H -13.375 -0.967 2.214 0.24 0.11 -0.69
H -12.177 -1.989 1.151 -0.26 1.18 -0.43
H -11.292 -1.366 5.212 0.16 0.04 -0.38
H -12.945 -1.192 4.640 0.11 -0.39 -0.43
H -11.658 1.019 5.538 0.34 0.06 -0.23
H -12.763 1.088 4.167 0.07 0.13 -0.08
H -9.728 0.848 4.007 0.11 -0.65 -0.29
H -10.789 1.940 3.270 0.33 0.02 -0.80
H -9.945 -0.310 1.841 -0.21 0.11 -0.24
H -11.622 0.305 1.575 0.12 0.02 0.16
H -10.067 -2.552 1.953 -0.19 -0.28 -0.04
H -10.847 -3.381 3.363 -0.19 0.18 -0.20
H -9.340 -2.210 4.903 -0.41 0.20 0.02
H -8.812 -1.130 3.645 0.32 -0.15 -0.21
H -7.763 -3.365 2.575 0.23 0.34 0.04
H -8.540 -4.191 3.876 0.05 -0.16 0.11
H -7.226 -3.118 4.288 0.02 0.15 -0.28
N 15.630 1.639 -1.763 -5.02 -5.67 -4.46
S 15.971 2.379 -0.584 7.36 4.07 9.41
O 16.826 1.685 0.445 -2.12 1.59 -2.65
O 14.993 3.270 -0.064 -1.20 0.45 0.42
F 17.021 3.378 -1.251 0.22 0.08 -0.33
S 14.264 0.815 -1.144 -1.23 -3.68 0.52
O 12.995 1.192 -1.726 1.19 1.09 1.01
O 14.334 0.238 0.232 -0.17 2.69 -2.96
F 14.462 -0.526 -1.929 0.91 -0.61 -0.97
N 4.691 -4.888 0.880 -4.24 -0.91 -0.89
S 5.219 -5.756 2.012 5.85 -2.78 5.38
O 5.845 -7.003 1.584 -1.53 0.85 0.51
O 4.545 -5.741 3.319 0.84 0.08 -2.11
F 6.547 -4.936 2.316 0.11 0.97 0.06
S 3.282 -5.882 0.771 -2.49 0.55 -3.11
O 2.346 -5.903 1.886 1.48 -0.02 -1.67
O 3.482 -7.050 -0.068 -0.15 1.10 1.58
F 2.544 -4.915 -0.282 0.03 0.34 0.23
N 0.900 4.012 -2.149 -3.14 -4.25 -1.09
S 0.934 5.478 -2.427 1.67 7.94 0.56
O 0.133 6.244 -1.486 0.43 -0.09 -1.41
O 0.956 5.919 -3.822 0.54 -0.80 2.10
F 2.382 5.761 -1.755 0.20 -0.36 -1.08
S -0.725 3.799 -2.550 -3.11 -1.13 -0.44
O -1.177 3.931 -3.947 1.78 -0.47 2.36
O -1.662 4.364 -1.587 1.49 -1.43 -0.95
F -0.740 2.216 -2.292 0.20 0.40 0.00
```
Forces are in eV/Å.



(5)
2 unconnected molecules or ions with the total composition C3H5F2N in a non-equilibrium geometry, computed with ωB97M-V with the def2-TZVPD basis set.

Output
**LUMO energy (spin up / spin down)**: 0.57 / -0.53 eV
**Energy relative to the best compared isomer or geometry (same formula, charge and spin)**: 4.9907 eV
**Orbital gap (spin up / spin down)**: 9.50 / 8.00 eV

Geometry as XYZ:
```
11
Properties=species:S:1:pos:R:3:forces:R:3
C 0.429 -0.381 0.301 -0.50 -0.98 -0.55
C -0.851 -1.878 -1.231 2.67 1.59 -2.93
C 0.726 2.463 1.168 -1.34 0.04 2.04
N -0.462 -0.796 -0.408 0.65 2.37 0.96
F 1.562 -1.038 0.689 -0.16 0.22 -0.08
F -0.316 2.556 2.040 0.26 -0.09 0.37
H -1.663 -2.259 -0.771 -2.17 -2.48 1.72
H 0.116 -2.448 -1.389 -1.77 -0.30 -0.18
H -1.350 -1.518 -2.208 1.40 -0.26 1.18
H 0.268 2.243 0.257 0.52 0.05 -1.82
H 1.540 3.057 1.551 0.43 -0.15 -0.71
```
Forces are in eV/Å.